279
Properties=species:S:1:pos:R:3 method="wB97M-V/def2-TZVPD" molar_mass_g_mol=1571.21 multiplicity=2 e_tot_ha=-5732.9888 s2=0.750 total_charge=-1 homo_lumo_gap_ev="1.9855 / 6.3693"
C -1.96 -0.28 -8.48
C -1.12 0.18 -7.33
C -0.46 -0.97 -6.51
C 0.75 -1.64 -7.22
N 1.27 -2.91 -6.46
C 2.31 -3.72 -7.28
C 1.42 -4.58 -8.19
C 0.10 -4.89 -7.47
C 0.18 -3.99 -6.27
C 1.95 -2.41 -5.18
H -1.37 -0.84 -9.22
H -2.52 0.58 -8.84
H -2.77 -0.91 -8.12
H -1.68 0.77 -6.60
H -0.34 0.78 -7.80
H -1.23 -1.73 -6.34
H -0.26 -0.62 -5.50
H 1.58 -0.94 -7.34
H 0.29 -1.98 -8.14
H 2.72 -4.45 -6.58
H 3.13 -3.13 -7.70
H 1.89 -5.47 -8.62
H 1.11 -4.05 -9.09
H 0.20 -5.94 -7.21
H -0.72 -4.59 -8.13
H 0.49 -4.57 -5.40
H -0.71 -3.52 -5.84
H 2.82 -1.82 -5.45
H 2.18 -3.30 -4.59
H 1.23 -1.87 -4.56
C 1.02 3.90 0.70
C 1.25 2.59 1.61
C 1.08 1.24 0.84
C 2.09 1.02 -0.28
N 1.60 -0.15 -1.22
C 1.10 -1.38 -0.51
C 1.47 -2.59 -1.37
C 2.84 -2.17 -1.80
C 2.79 -0.63 -2.05
C 0.44 0.33 -2.11
H -0.03 4.18 0.67
H 1.37 3.86 -0.33
H 1.57 4.72 1.17
H 0.58 2.76 2.46
H 2.23 2.70 2.07
H 0.11 1.25 0.34
H 1.08 0.49 1.62
H 3.06 0.79 0.18
H 2.16 1.95 -0.85
H 0.03 -1.34 -0.31
H 1.65 -1.41 0.43
H 0.80 -2.70 -2.22
H 1.44 -3.54 -0.84
H 3.27 -2.73 -2.63
H 3.58 -2.19 -1.01
H 2.44 -0.62 -3.08
H 3.72 -0.07 -1.99
H -0.13 -0.51 -2.52
H 0.89 0.85 -2.95
H -0.28 0.92 -1.54
C 1.42 8.00 2.03
C 2.69 8.69 1.54
C 3.93 7.76 1.81
C 4.27 7.41 3.30
N 5.42 6.38 3.53
C 5.23 5.05 2.76
C 5.70 3.85 3.62
C 5.97 4.45 4.98
C 5.41 5.90 4.97
C 6.84 7.05 3.20
H 1.09 7.34 1.23
H 0.61 8.72 2.17
H 1.51 7.39 2.92
H 2.96 9.65 1.98
H 2.65 8.90 0.47
H 4.77 8.18 1.24
H 3.78 6.84 1.26
H 3.35 7.03 3.76
H 4.70 8.28 3.80
H 5.84 5.15 1.86
H 4.17 4.95 2.53
H 6.58 3.35 3.21
H 4.84 3.19 3.61
H 7.04 4.54 5.15
H 5.57 3.81 5.76
H 6.04 6.56 5.58
H 4.40 5.81 5.39
H 7.64 6.33 3.37
H 6.94 7.93 3.82
H 6.84 7.30 2.14
C -6.24 -2.52 -3.58
C -5.97 -3.70 -2.50
C -5.88 -3.17 -1.10
C -6.03 -4.26 -0.07
P -5.18 -3.76 1.55
C -6.20 -2.57 2.45
C -6.15 -1.13 1.97
C -7.16 -0.17 2.49
C -6.87 0.36 3.90
C -5.10 -5.21 2.62
C -6.46 -5.96 2.78
C -6.33 -7.23 3.62
C -7.76 -7.87 3.94
C -3.50 -2.96 1.33
C -2.84 -2.71 2.70
C -1.48 -2.10 2.48
C -0.84 -1.75 3.85
H -5.88 -2.83 -4.57
H -5.70 -1.61 -3.33
H -7.30 -2.32 -3.47
H -5.08 -4.27 -2.77
H -6.88 -4.31 -2.48
H -6.69 -2.50 -0.79
H -4.95 -2.61 -1.03
H -5.64 -5.24 -0.34
H -7.09 -4.44 0.13
H -5.93 -2.70 3.50
H -7.20 -2.97 2.28
H -6.14 -1.04 0.88
H -5.14 -0.73 2.08
H -8.13 -0.66 2.57
H -7.06 0.67 1.81
H -7.61 1.08 4.26
H -5.97 0.96 3.97
H -6.77 -0.44 4.64
H -4.72 -4.78 3.54
H -4.25 -5.82 2.30
H -6.76 -6.21 1.76
H -7.28 -5.34 3.15
H -5.75 -7.05 4.52
H -5.70 -7.98 3.14
H -8.04 -8.63 3.21
H -8.53 -7.09 4.01
H -7.75 -8.33 4.93
H -3.57 -2.09 0.68
H -2.90 -3.71 0.80
H -2.72 -3.57 3.35
H -3.52 -2.11 3.31
H -1.38 -1.32 1.72
H -0.77 -2.82 2.09
H -1.54 -1.10 4.37
H 0.06 -1.17 3.70
H -0.58 -2.68 4.36
C 1.98 -3.89 2.93
C 2.86 -4.90 2.21
C 4.30 -4.31 1.94
C 5.09 -5.41 1.19
P 6.62 -4.78 0.45
C 7.21 -5.90 -0.94
C 7.45 -7.39 -0.56
C 6.22 -8.29 -0.95
C 6.60 -9.80 -0.71
C 6.55 -3.11 -0.36
C 7.79 -2.53 -1.08
C 7.53 -1.11 -1.75
C 6.55 -0.98 -2.98
C 7.92 -4.77 1.72
C 7.77 -3.73 2.84
C 8.73 -4.12 3.94
C 8.61 -3.12 5.06
H 2.02 -2.91 2.44
H 2.33 -3.78 3.95
H 0.95 -4.26 2.93
H 2.48 -5.23 1.24
H 3.02 -5.81 2.80
H 4.71 -4.10 2.93
H 4.13 -3.35 1.45
H 4.59 -5.79 0.29
H 5.26 -6.15 1.97
H 8.13 -5.48 -1.35
H 6.49 -5.98 -1.76
H 7.67 -7.54 0.50
H 8.27 -7.74 -1.19
H 5.89 -7.97 -1.94
H 5.43 -8.00 -0.26
H 5.84 -10.53 -1.01
H 6.77 -10.12 0.32
H 7.49 -10.12 -1.26
H 6.36 -2.45 0.49
H 5.71 -3.12 -1.05
H 8.10 -3.19 -1.89
H 8.52 -2.48 -0.27
H 8.40 -0.50 -2.02
H 7.09 -0.53 -0.94
H 5.79 -0.22 -2.84
H 5.95 -1.88 -3.13
H 6.98 -0.78 -3.96
H 8.87 -4.52 1.25
H 7.91 -5.80 2.05
H 6.73 -3.72 3.17
H 7.91 -2.73 2.44
H 9.72 -4.46 3.66
H 8.35 -5.07 4.32
H 9.18 -3.46 5.93
H 7.62 -3.01 5.50
H 9.11 -2.20 4.74
C -3.15 1.13 1.98
C -2.81 2.60 2.03
C -3.97 3.63 1.94
C -4.83 3.60 0.64
P -5.76 5.17 0.33
C -7.17 5.09 1.52
C -8.28 4.00 1.22
C -9.42 3.90 2.28
C -10.25 2.63 2.02
C -4.55 6.50 0.63
C -3.30 6.29 -0.30
C -2.42 7.53 -0.45
C -2.02 8.20 0.90
C -6.30 5.30 -1.39
C -6.79 6.69 -1.86
C -8.27 6.94 -1.48
C -8.50 8.32 -0.78
H -3.79 0.79 2.80
H -2.24 0.55 2.12
H -3.63 0.92 1.03
H -2.15 2.85 1.20
H -2.22 2.79 2.93
H -3.47 4.60 2.05
H -4.64 3.41 2.77
H -5.45 2.71 0.51
H -4.15 3.51 -0.20
H -7.71 6.03 1.42
H -6.77 5.04 2.54
H -7.83 3.00 1.21
H -8.65 4.06 0.19
H -10.07 4.77 2.25
H -9.03 3.91 3.29
H -9.73 1.68 2.07
H -10.74 2.73 1.05
H -11.13 2.74 2.66
H -4.17 6.50 1.65
H -5.01 7.47 0.46
H -3.54 6.07 -1.34
H -2.75 5.42 0.04
H -2.91 8.21 -1.15
H -1.58 7.20 -1.05
H -1.75 7.43 1.63
H -2.88 8.72 1.32
H -1.29 8.99 0.72
H -7.14 4.62 -1.58
H -5.55 4.92 -2.07
H -6.62 6.72 -2.94
H -6.21 7.49 -1.41
H -8.59 6.19 -0.75
H -8.91 6.86 -2.35
H -9.50 8.57 -0.42
H -8.30 9.07 -1.54
H -7.81 8.32 0.06
O 5.42 -4.59 -3.32
C 4.24 -5.22 -3.32
O 3.61 -5.51 -4.35
O 3.67 -5.44 -2.25
H 5.57 -4.39 -4.25
O -0.75 4.92 -1.92
C -1.60 4.13 -2.50
O -1.03 3.11 -2.86
O -2.77 4.43 -2.85
H -0.31 4.13 -2.24
O 2.77 1.45 -4.46
C 3.72 2.17 -3.96
O 4.71 2.43 -4.68
O 3.44 2.69 -2.91
H 2.30 1.92 -3.77
O 5.21 -1.53 3.12
C 4.47 -0.59 2.60
O 3.31 -0.69 2.96
O 4.95 0.22 1.84
H 4.29 -1.64 3.37
O 2.32 4.40 4.07
C 1.46 5.20 4.66
O 1.77 5.90 5.64
O 0.33 5.09 4.34
H 1.70 4.07 3.42
O -1.75 -3.02 -1.76
C -1.94 -2.98 -3.09
O -2.35 -4.02 -3.62
O -1.76 -1.97 -3.75
H -1.93 -3.96 -1.76